Below is a structure of composition C34H47BClIrN7OS3, with properties calculated with ωB97M-V/def2-TZVPD.

Geometry as XYZ:
```
95
Properties=species:S:1:pos:R:3:forces:R:3:lowdin_charge:R:1
Ir -0.374072 0.406527 -0.761430 -0.7 0.3 -0.1 0.87
C -2.011314 -2.361410 3.190565 0.0 0.0 0.0 -0.06
C -0.570596 -2.759895 3.486974 0.0 -0.1 -0.1 -0.52
C -0.468518 -3.118232 4.970572 0.0 0.0 0.0 -0.02
C -0.139115 -3.941134 2.618842 0.0 0.0 0.0 0.00
N 0.407176 -1.648563 3.200133 -0.2 0.2 0.1 0.03
C 1.660391 -1.662316 3.780413 0.0 -0.1 0.0 -0.04
C 2.333897 -0.587330 3.334715 -0.1 0.1 -0.1 -0.02
N 1.492927 0.107354 2.495501 0.1 0.0 0.2 0.06
B 1.920804 1.439781 1.840400 0.0 0.1 0.0 -0.57
N 0.824845 2.524755 2.016066 0.0 0.1 0.1 0.05
C 0.690789 3.127401 3.252673 0.0 0.0 -0.2 -0.01
C -0.289020 4.044041 3.164765 -0.1 0.0 -0.1 0.00
N -0.779323 4.006069 1.868729 0.1 0.1 0.2 0.02
C -0.079687 3.068654 1.190603 -0.2 0.0 0.0 -0.58
S -0.371243 2.692272 -0.497564 0.2 0.2 0.0 0.76
C -1.893224 4.895364 1.369776 0.0 0.0 0.0 -0.54
C -1.400299 5.716172 0.180442 0.0 0.0 0.0 -0.04
C -3.102896 4.027558 1.028829 0.0 0.0 0.0 -0.03
C -2.282958 5.860845 2.486535 0.0 0.0 0.0 -0.04
N 2.308560 1.201852 0.390064 0.3 0.0 -0.3 0.04
C 3.566969 1.545513 -0.081108 -0.1 -0.1 0.1 -0.05
C 3.604524 1.275008 -1.395263 -0.1 0.0 -0.1 -0.03
N 2.352024 0.773535 -1.727681 0.1 -0.2 0.0 -0.01
C 1.579984 0.705627 -0.616195 0.2 -0.2 0.1 -0.36
S 4.285871 -1.753466 0.388796 0.1 -0.2 0.1 0.74
C 1.909995 0.416930 -3.091258 0.1 0.1 0.0 -0.54
C 2.093389 -1.080060 -3.335455 -0.1 0.0 0.1 0.00
C 2.714850 1.225606 -4.106801 0.0 0.0 -0.1 -0.02
C 0.447641 0.819184 -3.223324 -0.1 0.1 -0.1 -0.06
C 0.333550 -0.548578 2.409454 0.0 -0.3 -0.1 -0.54
S -1.015977 0.005066 1.448407 0.3 0.3 0.1 0.80
H -2.656948 -3.145494 3.584608 0.0 0.0 0.0 0.10
H -2.205045 -2.272268 2.124565 0.0 0.0 0.0 0.04
H -2.282801 -1.426769 3.684623 0.0 0.0 0.0 0.09
H -1.263882 -3.822229 5.208783 0.0 0.0 0.0 0.10
H -0.595014 -2.237016 5.600644 0.0 0.0 0.0 0.11
H 0.471462 -3.605487 5.223851 0.0 0.0 0.0 0.08
H -0.764996 -4.809127 2.829424 0.0 0.0 0.0 0.11
H 0.898759 -4.213138 2.821237 0.0 0.0 0.0 0.07
H -0.235837 -3.690268 1.561841 0.0 0.0 0.0 0.06
H 1.973801 -2.437442 4.451517 0.0 0.0 0.0 0.12
H 3.333834 -0.252030 3.540706 0.0 0.0 0.0 0.14
H 2.892082 1.815843 2.437744 -0.1 0.0 -0.1 0.13
H 1.321484 2.861774 4.081976 0.0 0.0 0.0 0.14
H -0.659718 4.721080 3.908630 0.0 0.0 0.0 0.12
H -1.190764 5.111792 -0.698612 0.0 0.0 0.0 0.03
H -0.502623 6.275531 0.446944 0.0 0.0 0.0 0.10
H -2.175992 6.431920 -0.091216 0.0 0.0 0.0 0.10
H -2.897718 3.332279 0.217029 0.0 0.0 0.0 0.04
H -3.925361 4.673121 0.721576 0.0 0.0 0.0 0.10
H -3.420521 3.466235 1.909642 0.0 0.0 0.0 0.10
H -1.453496 6.505021 2.779423 0.0 0.0 0.0 0.10
H -2.673911 5.343118 3.362873 0.0 0.0 0.0 0.09
H -3.077527 6.499830 2.105867 0.0 0.0 0.0 0.10
H 4.322773 1.935246 0.575991 0.0 0.0 0.0 0.14
H 4.397831 1.387863 -2.109736 0.0 0.0 0.0 0.13
H 3.115791 -1.380253 -3.103565 0.0 0.0 0.0 0.10
H 1.892241 -1.329269 -4.377620 0.0 0.0 0.0 0.11
H 1.404513 -1.653781 -2.711173 0.1 0.0 -0.1 0.05
H 3.734297 0.851278 -4.195294 0.0 0.0 0.0 0.10
H 2.744788 2.281290 -3.836506 0.0 0.0 0.0 0.11
H 2.252465 1.134865 -5.089262 0.0 0.0 0.0 0.10
H -0.244281 0.174661 -2.592971 0.0 0.0 -0.1 0.02
H 0.074097 0.505191 -4.201117 0.0 0.1 0.0 0.12
H 0.286378 1.890704 -3.124976 0.0 0.0 0.1 0.09
O -2.580525 0.554267 -1.406719 -0.1 -0.3 0.4 -0.16
C -3.228725 -0.480360 -0.646976 -0.2 -0.2 -0.1 -0.18
C -2.455448 -1.765475 -0.788853 0.1 0.0 0.0 -0.28
C -3.069295 -2.994572 -0.642983 0.0 0.0 0.0 0.01
C -2.305677 -4.148236 -0.714918 -0.1 -0.1 0.0 -0.01
C -0.946395 -4.036816 -0.943422 0.0 0.0 -0.1 -0.02
C -0.403138 -2.776051 -1.089572 -0.2 0.0 -0.2 -0.11
N -1.131060 -1.655033 -1.026397 0.2 -0.1 0.3 -0.04
H -2.742193 0.352578 -2.338919 0.1 0.2 -0.1 0.13
H -4.265968 -0.606579 -0.956251 0.0 0.0 -0.1 0.15
H -3.223461 -0.148034 0.390747 -0.1 0.0 -0.1 0.08
H -4.137126 -3.040882 -0.474209 0.0 0.0 0.0 0.14
H -2.768715 -5.119276 -0.598498 0.0 0.0 0.0 0.13
H -0.305516 -4.905606 -1.011907 0.0 0.0 0.0 0.11
H 0.646971 -2.647878 -1.281133 0.0 0.0 0.1 0.05
Cl 3.825816 -4.190976 2.644192 0.0 0.1 0.0 0.73
C 3.306101 -4.944449 1.165989 -0.1 0.0 0.0 -0.60
C 3.369688 -6.323178 1.077367 0.0 -0.1 -0.1 -0.08
C 2.957042 -6.952469 -0.090257 0.0 0.0 0.1 -0.06
C 2.491882 -6.197757 -1.153763 0.0 0.1 0.0 -0.07
C 2.437980 -4.814365 -1.044194 0.1 -0.1 -0.1 -0.06
C 2.840884 -4.157918 0.115166 0.0 0.0 -0.1 -0.32
C 2.746749 -2.662934 0.208304 0.0 0.2 0.2 -0.60
H 3.745350 -6.898297 1.912091 0.0 0.0 0.0 0.11
H 3.013359 -8.029609 -0.167087 0.0 0.0 0.0 0.12
H 2.186816 -6.683547 -2.071182 0.0 0.0 0.0 0.11
H 2.104280 -4.227616 -1.894446 0.0 0.0 0.0 0.11
H 2.379243 -2.257432 -0.737311 0.0 0.0 -0.1 0.02
H 2.038378 -2.345302 0.982620 0.1 -0.1 0.0 0.05
```
Forces are in eV/Å.

Properties
- Spin multiplicity: 2
- Electronic energy: -3565.94139 a.u.
- Energy relative to the best compared isomer or geometry (same formula, charge and spin): 37.2 kcal/mol
- Strongest force on any atom: 0.75 eV Å⁻¹
- ⟨S²⟩: 0.75
- Highest occupied orbital energy (spin up / spin down): -13.2041 / -13.1613 eV
- Total charge: +2